[1]
The following is a quantum chemistry calculation of a cluster of 3 separate species, C34H27IN3O4S in total in a non-equilibrium geometry, from the Open Molecules 2025 dataset.

Element x y z (Å)
N 1.920056 1.513268 1.709440
N 2.392573 2.680843 2.336339
C 2.232289 2.998233 3.606808
N 2.805711 4.184040 3.818795
C 3.355870 4.643712 2.652094
C 4.048706 5.946069 2.471925
C 3.090756 7.129903 2.210369
C 1.843597 6.815925 1.397524
I 0.168043 6.194887 2.577624
C 3.104263 3.686926 1.697790
S 3.562169 3.746417 0.027868
H 0.964521 1.370273 2.019680
H 1.857000 1.728940 0.717533
H 1.717309 2.442245 4.362315
H 2.818009 4.661390 4.702797
H 4.565196 6.149799 3.407830
H 4.816733 5.868112 1.715236
H 2.821456 7.626023 3.134437
H 3.642423 7.866109 1.631642
H 2.027842 6.094661 0.612253
H 1.505817 7.718844 0.910457
H 3.705625 2.433984 -0.236124
C 7.107011 -1.122859 -3.226431
C 7.285853 -2.488469 -3.417848
C 6.230549 -3.362747 -3.220626
C 4.993210 -2.876516 -2.822041
C 4.817265 -1.506805 -2.610540
C 5.876970 -0.633304 -2.823103
C 3.512387 -0.967996 -2.142770
O 3.360368 0.227000 -1.956404
C 2.400748 -1.926525 -1.898828
C 1.182462 -1.453395 -1.425155
C 0.133818 -2.330152 -1.207098
C 0.295384 -3.686347 -1.468013
C 1.506431 -4.165698 -1.936745
C 2.563472 -3.291066 -2.148584
C 3.865453 -3.832687 -2.632639
O 4.002670 -5.013205 -2.863687
H 7.930963 -0.441474 -3.390276
H 8.250433 -2.869979 -3.724018
H 6.360523 -4.424810 -3.373475
H 5.732992 0.426898 -2.670936
H 1.060407 -0.396488 -1.233626
H -0.816593 -1.963206 -0.840244
H -0.528119 -4.368145 -1.304652
H 1.639106 -5.218801 -2.140886
C -5.465256 0.966106 2.670818
C -4.202367 0.760589 2.125361
C -4.005856 -0.227478 1.176682
C -5.070339 -1.023195 0.773460
C -6.333091 -0.828706 1.334554
C -6.527983 0.172815 2.276668
C -7.486523 -1.694623 0.949116
O -8.582121 -1.517340 1.434046
C -7.244964 -2.780145 -0.040818
C -8.289061 -3.630555 -0.378527
C -8.086818 -4.637488 -1.306662
C -6.842533 -4.795064 -1.907507
C -5.796589 -3.953050 -1.571748
C -5.990109 -2.947854 -0.632726
C -4.845736 -2.071738 -0.263642
O -3.758654 -2.207277 -0.788675
H -5.618473 1.744237 3.406579
H -3.371164 1.377271 2.442556
H -3.028704 -0.389690 0.743412
H -7.512287 0.322266 2.697569
H -9.254793 -3.500292 0.089042
H -8.900229 -5.301618 -1.565578
H -6.689639 -5.578760 -2.637095
H -4.826437 -4.072240 -2.032894

Forces on atoms 1 to 3 (eV/Å):
N 0.0441 0.1900 0.1495
N -0.2410 0.2422 -0.4262
C -0.0392 0.1503 0.3968

Values from the calculation:
- HOMO-LUMO gap (eV) = 8.44
- strongest force on any atom (eV/Å) = 1.162
- E_HOMO (eV) = -11.28
- net charge = +1

Just the Mulliken charges please, in e? Sure, here they are:
1 N -1.108
2 N 0.587
3 C -0.042
4 N 0.092
5 C 0.004
6 C -1.034
7 C -0.501
8 C -0.914
9 I 0.035
10 C 0.452
11 S -0.136
12 H 0.281
13 H 0.157
14 H 0.450
15 H 0.248
16 H 0.348
17 H 0.462
18 H 0.336
19 H 0.360
20 H 0.312
21 H 0.499
22 H 0.107
23 C -0.533
24 C -0.484
25 C -0.596
26 C 0.266
27 C 0.231
28 C -0.574
29 C 0.617
30 O -0.707
31 C 0.259
32 C -0.694
33 C -0.348
34 C -0.713
35 C -0.590
36 C 0.197
37 C 0.561
38 O -0.644
39 H 0.404
40 H 0.406
41 H 0.487
42 H 0.468
43 H 0.435
44 H 0.618
45 H 0.451
46 H 0.489
47 C -0.503
48 C -0.560
49 C -0.309
50 C 0.292
51 C 0.253
52 C -0.672
53 C 0.566
54 O -0.650
55 C 0.219
56 C -0.598
57 C -0.474
58 C -0.526
59 C -0.514
60 C 0.181
61 C 0.466
62 O -0.707
63 H 0.385
64 H 0.408
65 H 0.479
66 H 0.486
67 H 0.480
68 H 0.404
69 H 0.409
70 H 0.486


[2]
The following is a quantum chemistry calculation of a structure of composition C34H27N3O2OsP, from the Open Molecules 2025 dataset.

Element x y z (Å)
Os 0.238525 -0.248368 1.427041
C 2.963922 -0.930665 -1.917198
C 2.975606 0.309967 -2.546971
C 2.250750 1.357691 -2.016671
C 1.515637 1.167368 -0.852610
N 1.490660 -0.058405 -0.272134
C 2.199097 -1.079094 -0.786886
C 0.729503 2.198243 -0.155357
C 0.648973 3.519364 -0.588301
C -0.111849 4.430396 0.125459
C -0.787650 4.029247 1.272996
C -0.710165 2.715181 1.710220
C 0.055963 1.787963 1.008290
H 3.528026 -1.768931 -2.298494
H 3.552594 0.456507 -3.450497
H 2.252264 2.324795 -2.496208
H 2.121108 -2.023777 -0.266793
H 1.172500 3.847823 -1.476871
H -0.175997 5.456962 -0.209045
H -1.376030 4.748201 1.828612
H -1.249339 2.414248 2.600551
C -0.322499 0.293636 -4.631553
C -0.105137 -0.959865 -4.079750
C -0.536758 -1.239253 -2.789096
C -1.197291 -0.261980 -2.050879
C -1.412552 1.001467 -2.610028
C -0.978090 1.275724 -3.895281
P -1.723395 -0.514833 -0.342994
C -3.480181 -0.097342 -0.369808
C -4.037974 0.717738 0.609505
C -5.388556 1.032241 0.553138
C -6.179185 0.532987 -0.470029
C -5.622929 -0.277649 -1.452051
C -4.274479 -0.587256 -1.409595
C -1.416042 -2.231793 0.108048
C -2.054245 -3.405862 -0.268573
C -1.584702 -4.602914 0.250833
C -0.499481 -4.615269 1.130029
C 0.123031 -3.436919 1.513122
C -0.334295 -2.217888 1.000661
H 0.005506 0.503224 -5.641376
H 0.395186 -1.727574 -4.656087
H -0.370221 -2.222398 -2.363507
H -1.927038 1.766752 -2.039096
H -1.156269 2.252051 -4.326864
H -3.424707 1.086906 1.417402
H -5.822768 1.666434 1.314555
H -7.232189 0.779130 -0.508759
H -6.237946 -0.660993 -2.255393
H -3.836983 -1.194605 -2.193788
H -2.904893 -3.389065 -0.939390
H -2.063356 -5.534264 -0.021684
H -0.148636 -5.559828 1.526050
H 0.948940 -3.469143 2.214819
C 1.898095 -0.519247 6.472160
N 0.758717 -0.384611 5.565359
C -0.521580 -0.344764 6.062544
C -1.614009 -0.267262 5.286047
C -1.442447 -0.199947 3.852996
O -2.329404 -0.117060 3.011460
N -0.132081 -0.250958 3.405338
C 0.980133 -0.376345 4.207363
O 2.089567 -0.474860 3.702441
H 1.763091 0.151808 7.317573
H 2.799129 -0.249828 5.932492
H 1.986671 -1.545497 6.827243
H -0.587987 -0.383083 7.141508
H -2.608555 -0.241259 5.701063

Forces on atoms 1 to 3 (eV/Å):
Os -0.2971 0.2095 -0.0015
C 0.0120 0.0199 -0.0064
C 0.0145 -0.0237 -0.0092

Values from the calculation:
- HOMO-LUMO gap (spin up / spin down) (eV) = 7.42 / 6.90
- strongest force on any atom (eV/Å) = 0.364
- E_HOMO (spin up / spin down) (eV) = -10.34 / -11.50
- energy relative to the best compared isomer or geometry (same formula, charge and spin) (kJ/mol) = 14.8
- multiplicity = 5
- net charge = +1

Just the Mulliken charges please, in e? Sure, here they are:
1 Os 0.441
2 C -0.855
3 C -0.519
4 C -0.804
5 C 1.355
6 N 0.111
7 C -0.070
8 C 0.426
9 C -0.584
10 C -0.877
11 C -0.853
12 C -0.114
13 C -0.260
14 H 0.466
15 H 0.461
16 H 0.388
17 H 0.524
18 H 0.401
19 H 0.429
20 H 0.445
21 H 0.313
22 C -0.554
23 C -0.779
24 C -0.396
25 C 0.593
26 C -0.487
27 C -0.788
28 P 1.257
29 C 0.761
30 C -0.022
31 C -0.789
32 C -0.536
33 C -0.759
34 C -0.710
35 C 0.288
36 C -0.284
37 C -0.570
38 C -0.696
39 C -0.721
40 C -0.674
41 H 0.433
42 H 0.458
43 H 0.434
44 H 0.447
45 H 0.463
46 H 0.237
47 H 0.436
48 H 0.395
49 H 0.425
50 H 0.390
51 H 0.494
52 H 0.451
53 H 0.441
54 H 0.600
55 C -1.074
56 N 0.102
57 C -0.040
58 C -1.138
59 C 0.799
60 O -0.480
61 N -0.354
62 C 0.803
63 O -0.656
64 H 0.381
65 H 0.344
66 H 0.330
67 H 0.409
68 H 0.510